Entry one
A 2-piece molecular cluster, C2H8NO overall. Source: OMol25; level of theory: the ωB97M-V functional and the def2-TZVPD basis.

Geometry as XYZ:
```
12
C2H8NO (the ωB97M-V functional and the def2-TZVPD basis)
N 0.151 -0.641 1.661
H -0.350 0.192 1.206
H -0.511 -1.328 2.012
H 0.785 -0.050 2.198
H 0.619 -1.044 0.839
C 0.899 0.132 -1.120
C -0.306 0.723 -1.163
O -1.413 0.045 -0.698
H 1.828 0.695 -1.067
H 0.947 -0.953 -1.337
H -0.431 1.755 -1.507
H -2.217 0.474 -1.024
```

As for the charge: +1. Its highest occupied orbital energy is -13.62 eV. The gap between HOMO and LUMO is 9.78 eV.

=====

Entry two
A 2-piece molecular cluster, C2H8NO overall. Source: OMol25; level of theory: the ωB97M-V functional and the def2-TZVPD basis.

Geometry as XYZ:
```
12
C2H8NO (the ωB97M-V functional and the def2-TZVPD basis)
N -1.507 0.764 0.902
H -0.947 0.081 0.369
H -2.464 0.681 0.651
H -1.162 1.679 0.604
H -1.329 0.668 1.902
C 1.443 -0.948 0.225
C 1.076 -0.228 -0.825
O -0.155 -0.281 -1.489
H 2.209 -0.507 0.845
H 1.130 -1.977 0.347
H 1.656 0.635 -1.146
H 0.051 -0.568 -2.387
```

As for the charge: +1. Its highest occupied orbital energy is -14.00 eV. The gap between HOMO and LUMO is 10.08 eV.

=====

Entry three
A 2-piece molecular cluster, C2H8NO overall. Source: OMol25; level of theory: the ωB97M-V functional and the def2-TZVPD basis.

Geometry as XYZ:
```
12
C2H8NO (the ωB97M-V functional and the def2-TZVPD basis)
O 0.832 -2.296 1.201
H 0.043 -2.845 1.080
H 1.380 -2.802 1.829
H -1.340 1.477 -1.991
C -0.951 1.578 -0.986
C -0.060 0.425 -0.664
N 0.655 0.331 0.391
H -1.825 1.712 -0.346
H -0.316 2.453 -0.814
H -0.172 -0.431 -1.320
H 0.663 0.992 1.159
H 1.089 -0.594 0.461
```

As for the charge: +1. Its highest occupied orbital energy is -16.28 eV. The gap between HOMO and LUMO is 11.45 eV.

=====

It comes down to entry three, which is 22.1 kcal/mol more stable than the next structure.

=====

Entry one
One molecule with the formula C2H4OS2. Source: OMol25; level of theory: the ωB97M-V functional and the def2-TZVPD basis.

Geometry as XYZ:
```
9
C2H4OS2 (the ωB97M-V functional and the def2-TZVPD basis)
O -1.560 -0.133 -0.137
C -0.357 -0.784 -0.142
C 0.779 0.252 -0.227
S 2.337 -0.048 -0.103
S 0.145 1.889 -0.153
H -2.180 -0.731 0.303
H -0.245 -1.249 0.835
H -0.169 -1.540 -0.866
H 1.249 2.344 0.490
```

As for the charge: 0. Its highest occupied orbital energy is -8.68 eV. The gap between HOMO and LUMO is 8.44 eV.

=====

Entry two
C2H4OS2 as an isolated structure. Source: OMol25; level of theory: the ωB97M-V functional and the def2-TZVPD basis.

Geometry as XYZ:
```
9
C2H4OS2 (the ωB97M-V functional and the def2-TZVPD basis)
C 0.416 -0.516 -0.022
C -0.598 0.641 -0.105
H 1.370 1.570 -0.271
H 0.454 -1.301 -0.887
H 0.188 -1.129 0.791
H -1.472 -1.213 0.494
O -0.393 1.776 0.059
S 2.336 0.155 -0.012
S -2.300 0.017 -0.047
```

As for the charge: 0. Its highest occupied orbital energy is -9.14 eV. The gap between HOMO and LUMO is 9.05 eV.

=====

Entry three
One molecule with the formula C2H4OS2. Source: OMol25; level of theory: the ωB97M-V functional and the def2-TZVPD basis.

Geometry as XYZ:
```
9
C2H4OS2 (the ωB97M-V functional and the def2-TZVPD basis)
O -1.004 -1.115 0.216
C -0.870 0.111 -0.231
S -1.901 0.909 -1.161
C 0.551 0.695 0.136
S 1.977 -0.316 -0.338
H -1.949 -1.457 0.031
H 0.615 0.821 1.229
H 0.746 1.668 -0.377
H 1.834 -1.317 0.495
```

As for the charge: 0. Its highest occupied orbital energy is -8.95 eV. The gap between HOMO and LUMO is 9.24 eV.

=====

It comes down to entry three, which is 15.5 kcal/mol more stable than the next structure.

=====

Entry one
One molecule with the formula C5H8O2. Source: OMol25; level of theory: the ωB97M-V functional and the def2-TZVPD basis.

Geometry as XYZ:
```
15
C5H8O2 (the ωB97M-V functional and the def2-TZVPD basis)
O 1.082 -0.201 2.570
C 1.434 -0.144 1.315
C 0.491 -0.939 0.446
C -0.220 -0.015 -0.534
C 0.147 -0.016 -1.950
O -1.014 -0.700 -1.493
C -0.858 1.201 0.094
H 0.279 -0.753 2.729
H -0.092 1.812 0.587
H -0.280 -1.494 1.022
H 1.082 -1.673 -0.115
H -0.045 0.871 -2.555
H 0.957 -0.654 -2.303
H -1.596 0.899 0.847
H -1.366 1.807 -0.661
```

As for the charge: 0. Its highest occupied orbital energy is -8.84 eV. The gap between HOMO and LUMO is 9.61 eV.

=====

Entry two
C5H8O2 as an isolated structure. Source: OMol25; level of theory: the ωB97M-V functional and the def2-TZVPD basis.

Geometry as XYZ:
```
15
C5H8O2 (the ωB97M-V functional and the def2-TZVPD basis)
O 1.538 -0.849 1.203
C 1.438 0.255 0.411
C 2.257 0.584 -0.586
C -1.823 0.859 0.433
C -1.693 -0.656 0.388
C -1.334 -0.393 -1.024
O -1.553 0.905 -0.933
H 2.317 -1.356 0.933
H 0.568 0.851 0.694
H 2.074 1.487 -1.156
H 3.123 -0.019 -0.855
H -2.732 1.398 0.706
H -0.917 -1.161 0.972
H -2.666 -1.135 0.539
H -0.596 -0.769 -1.726
```

As for the charge: 0. Its highest occupied orbital energy (spin up / spin down) is -7.99 / -7.57 eV. The gap between HOMO and LUMO (spin up / spin down) is 8.75 / 8.02 eV.

=====

Entry three
One molecule with the formula C5H8O2. Source: OMol25; level of theory: the ωB97M-V functional and the def2-TZVPD basis.

Geometry as XYZ:
```
15
C5H8O2 (the ωB97M-V functional and the def2-TZVPD basis)
O -2.123 1.378 0.199
C -1.170 0.343 0.224
C -0.667 -0.478 -1.008
C 0.555 -0.771 -0.172
O 0.771 -2.082 0.146
C 1.461 0.366 -0.073
C 0.210 0.598 0.754
H -1.652 2.210 0.086
H -1.621 -0.431 0.858
H -1.252 -1.358 -1.291
H -0.458 0.141 -1.888
H 1.527 -2.136 0.743
H 2.265 0.135 0.637
H 1.811 0.948 -0.927
H 0.327 1.117 1.714
```

As for the charge: 0. Its highest occupied orbital energy is -8.34 eV. The gap between HOMO and LUMO is 9.05 eV.

=====

Entry four
One molecule with the formula C5H8O2. Source: OMol25; level of theory: the ωB97M-V functional and the def2-TZVPD basis.

Geometry as XYZ:
```
15
C5H8O2 (the ωB97M-V functional and the def2-TZVPD basis)
C -1.519 0.508 1.974
C -0.602 0.175 1.085
C -0.391 -0.807 0.050
O 0.576 -1.780 0.367
C 0.055 0.498 -0.960
C 1.396 0.188 -1.597
O -0.816 1.129 -1.561
H -2.229 -0.240 2.319
H -1.550 1.483 2.449
H 0.026 1.196 0.525
H -1.269 -1.260 -0.403
H 1.158 -1.439 1.061
H 2.110 -0.237 -0.892
H 1.811 1.110 -2.006
H 1.242 -0.524 -2.411
```

As for the charge: 0. Its highest occupied orbital energy is -8.83 eV. The gap between HOMO and LUMO is 9.23 eV.

=====

It comes down to entry three, which is 16.8 kcal/mol more stable than the next structure.

=====

Entry one
One molecule with the formula C4H7NS. Source: OMol25; level of theory: the ωB97M-V functional and the def2-TZVPD basis.

Geometry as XYZ:
```
13
C4H7NS (the ωB97M-V functional and the def2-TZVPD basis)
S 1.343 1.497 -0.238
C 0.260 0.338 -0.094
C 0.114 -0.844 -0.923
C -0.992 -1.697 -0.309
N -1.475 -0.850 0.759
C -0.400 0.123 1.116
H -0.107 -0.215 -1.915
H 0.922 -1.360 -1.300
H -1.919 -1.967 -1.021
H -0.690 -2.445 0.301
H -2.431 -0.483 0.382
H 0.020 -0.213 2.015
H -0.851 1.161 1.290
```

As for the charge: 0. Its highest occupied orbital energy is -8.41 eV. The gap between HOMO and LUMO is 8.22 eV.

=====

Entry two
C4H7NS as an isolated structure. Source: OMol25; level of theory: the ωB97M-V functional and the def2-TZVPD basis.

Geometry as XYZ:
```
13
C4H7NS (the ωB97M-V functional and the def2-TZVPD basis)
C -1.226 -1.126 -0.980
C -0.184 -0.981 0.156
C 1.247 -0.726 -0.426
C 1.143 0.755 -0.662
H -0.861 -1.877 -1.685
H -1.366 -0.204 -1.565
H -2.177 -1.525 -0.565
H -0.024 -1.871 0.882
H 2.063 -0.962 0.347
H 1.498 -1.334 -1.297
H 1.856 1.205 -1.359
N 0.315 1.519 -0.042
S -0.567 0.525 1.063
```

As for the charge: 0. Its highest occupied orbital energy is -8.48 eV. The gap between HOMO and LUMO is 9.36 eV.

=====

It comes down to entry two, which is 48.0 kcal/mol more stable than the next structure.